(1)
Formula: C40H73F2N3O8PS
Source: the OMol25 dataset
Level of theory: the ωB97M-V functional and the def2-TZVPD basis

```
128
Properties=species:S:1:pos:R:3:forces:R:3:mulliken_charge:R:1
S -3.87707 -2.15582 3.14916 0.026 -0.238 0.043 1.3950
P -0.73213 -1.81636 3.73580 0.091 0.890 0.534 0.5019
F -5.16770 -2.16611 2.26043 -0.130 -0.078 0.133 -0.2730
F 0.88401 -3.42450 0.03107 0.038 0.052 0.136 -0.4207
O -3.41069 -4.65187 -0.18720 -0.014 0.075 0.061 -0.2318
O -1.95103 7.43467 -1.28406 0.040 -0.022 -0.003 -0.3855
O 6.72050 -1.25599 -0.55103 0.212 0.043 0.320 -0.2585
O -4.14847 -1.30784 4.25380 0.008 -0.196 -0.372 -0.6475
O 7.17400 -3.10818 0.63364 0.115 0.296 -0.064 -0.5282
O 6.60478 0.38225 -4.25232 -0.012 0.034 -0.006 -0.4618
O -1.54345 4.22160 1.59922 -0.099 0.014 0.079 -0.3512
O -3.47588 -3.51500 3.29316 -0.181 0.169 0.183 -0.6108
N -1.15122 -0.77269 4.81138 0.171 -0.033 -0.728 -0.9054
N -0.71368 -0.38964 1.18757 -0.250 0.005 0.147 1.4879
N -5.85517 0.13127 -0.87266 -0.096 -0.052 -0.103 -0.7504
C -2.85102 -1.39343 1.88948 0.426 0.217 0.020 0.6419
C -4.32306 0.48093 0.94421 -0.034 0.208 0.129 -0.0762
C 0.11153 -5.23124 1.38231 0.134 0.070 0.025 -1.4664
C 8.99924 -1.61259 0.14592 -0.218 -0.059 -0.196 -0.9184
C 8.05560 -1.45511 -4.57028 -0.009 0.002 0.050 -0.2817
C 1.87797 -0.71731 1.64687 0.340 0.281 -0.054 0.3884
C -5.06410 1.59260 1.33642 0.073 0.057 0.044 -0.6253
C 3.83683 0.77263 0.78113 0.149 -0.027 0.201 -0.9063
C 6.07204 -0.28999 0.29040 -0.320 -0.223 -0.246 -0.7856
C -5.59048 -5.16404 -0.95497 0.013 -0.047 0.007 -0.6734
C -0.55270 -0.62997 -0.32885 -0.152 -0.008 -0.450 0.6267
C 3.08070 0.20382 1.97970 -0.080 0.076 0.085 -1.6539
C 7.84261 0.02344 -4.87136 -0.023 -0.038 -0.034 -0.4799
C -3.34053 7.11384 -1.35395 -0.060 -0.098 0.092 -0.2703
C 0.27220 0.42605 -1.09858 0.173 0.101 -0.298 -0.4119
C -1.68962 2.02417 0.74247 -0.178 0.031 -0.260 -0.2307
C -2.23826 5.87866 -3.03897 -0.024 -0.035 0.047 -0.0949
C -1.60376 6.50273 2.29071 0.504 -0.185 -0.117 -1.0956
C -0.74684 3.11443 1.27291 -0.013 -0.097 -0.055 -1.4363
C -3.58366 6.54123 -2.74382 0.084 0.048 -0.044 -0.5788
C -4.78880 -0.21532 -0.16630 0.009 -0.122 0.206 0.0108
C 5.90720 -0.79706 -3.84686 -0.021 0.020 0.044 0.7744
C 4.58242 -0.31205 -0.01406 0.024 0.315 0.113 -0.0484
C -1.88169 -0.79495 -1.05020 0.217 -0.063 -0.244 -1.2677
C -6.52890 1.20908 -0.49211 -0.016 0.124 0.056 -0.6243
C 0.58701 0.07572 1.82652 0.482 0.050 0.129 -2.2871
C 7.57877 -2.09757 0.13602 -0.093 -0.277 -0.004 0.6018
C -5.42135 -5.72023 0.45901 0.001 0.120 -0.014 -0.6384
C 0.26019 -3.72781 1.25921 -0.140 -0.070 0.036 0.4036
C -4.46144 -4.14537 -1.02112 -0.045 -0.015 -0.007 -0.1157
C -1.73232 0.71497 1.51964 0.180 0.699 0.834 -0.7784
C 1.37071 -0.20481 -1.97607 -0.369 -0.022 -0.181 -2.0214
C -3.13323 0.10294 1.81106 0.136 -0.129 -0.819 -0.6660
C -1.26489 6.86022 -2.39761 -0.018 0.033 -0.031 -0.3865
C -6.17468 1.97043 0.61240 -0.101 0.044 -0.169 -0.7441
C 6.61764 -1.96897 -4.51009 0.018 0.029 -0.060 -0.6210
C -1.09706 -3.02321 1.28063 0.459 0.110 0.113 -1.9792
C -0.87481 5.18524 2.41854 0.003 -0.034 -0.296 -0.3116
C -1.29608 -1.62457 1.94133 -0.392 -1.107 -0.081 2.0653
C -3.90730 -5.75392 0.59506 0.031 0.005 0.096 -0.3515
H 2.20724 0.47589 -2.09229 0.187 -0.013 0.057 0.5128
H -2.40778 -1.71302 -0.80852 -0.059 0.041 0.056 -0.5675
H 1.99742 -1.12642 0.64822 -0.096 -0.062 -0.150 -0.1292
H -1.45313 -3.02456 0.25406 -0.107 -0.067 0.003 0.2049
H 1.71404 -1.16783 -1.60371 0.202 0.041 0.154 0.2839
H -2.04494 5.72710 -4.09957 -0.010 0.016 -0.011 0.3681
H -3.92495 8.01162 -1.15289 0.036 0.028 0.015 0.3085
H 6.23666 -0.54446 1.34078 0.100 0.129 0.045 0.5831
H -0.00851 3.39114 0.50803 0.080 0.028 0.048 0.4392
H 0.13528 -5.50928 2.43708 -0.150 -0.012 0.006 0.3686
H -2.18201 4.90822 -2.53810 0.005 0.001 0.006 -0.1635
H 4.20241 -1.30057 0.24914 -0.031 -0.082 -0.228 0.3172
H 0.68952 1.22615 -0.49665 0.085 -0.123 0.289 -0.2555
H -3.37473 0.51158 2.79160 -0.063 -0.323 0.136 1.3316
H -5.85466 -5.03119 1.18738 0.017 -0.008 0.019 0.1762
H -0.19238 2.77846 2.15967 -0.047 -0.019 0.044 0.4834
H 6.50536 -2.89755 -3.95234 0.019 0.004 0.023 0.3569
H 0.65435 -1.92073 3.62768 0.044 -0.255 -0.003 0.2152
H -1.49902 6.83632 1.25986 -0.255 0.118 -0.079 0.1647
H -3.56766 -5.62358 1.62346 -0.007 0.001 0.010 0.1948
H 9.04198 -0.66760 0.68987 0.054 -0.019 0.065 0.2991
H -6.76692 2.83310 0.88129 0.018 0.008 0.087 0.4692
H -5.87408 -6.69860 0.60474 -0.006 -0.009 -0.031 0.4047
H -7.39621 1.47710 -1.08178 -0.021 -0.039 -0.059 0.4374
H -0.84107 4.81172 3.44708 0.011 0.006 0.043 0.3302
H 4.85990 -0.70820 -4.14639 0.014 0.025 -0.029 0.2190
H 3.79390 -0.35552 2.58808 -0.030 -0.052 0.007 0.5703
H -3.49439 -6.69033 0.20837 0.018 0.038 -0.071 0.3560
H -0.98861 7.65793 -3.09408 0.008 -0.022 -0.023 0.2615
H 0.37844 0.18064 2.89305 -0.075 -0.014 -0.022 0.7593
H 4.57499 1.47683 1.17802 -0.059 0.086 -0.046 0.6582
H 4.47618 -0.15704 -1.08544 -0.121 -0.129 -0.089 -0.2516
H -1.10481 7.23918 2.92103 -0.219 0.044 0.114 0.4313
H -4.79266 -3.17427 -0.62935 -0.042 -0.060 -0.011 -0.0169
H 9.29870 -1.39445 -0.87954 0.053 -0.029 0.012 0.2503
H -4.42788 5.85444 -2.77410 0.001 -0.017 0.007 0.3358
H -6.56542 -4.71594 -1.13632 -0.007 0.006 0.017 0.3778
H -3.77233 7.34453 -3.45803 0.002 0.003 -0.002 0.2751
H -1.78721 -3.67894 1.81360 -0.017 0.111 -0.018 0.6088
H -4.76883 2.15536 2.21480 -0.014 0.022 0.030 0.5154
H 8.53873 -1.57840 -3.59818 -0.002 0.005 0.003 -0.0526
H -1.63632 -0.87372 -2.11125 -0.003 -0.038 0.017 0.9467
H 1.93813 -1.53956 2.34940 -0.205 -0.231 -0.147 0.2012
H -1.09124 -3.15214 3.96189 -0.050 -0.088 -0.143 0.1480
H 0.96456 -5.71286 0.90742 -0.043 -0.038 -0.047 0.4758
H -0.34995 6.38415 -2.04066 0.004 0.020 0.020 0.2602
H 3.17890 1.37785 0.15446 -0.101 -0.114 -0.135 0.3676
H -4.07237 -3.99818 -2.02925 0.025 -0.004 -0.006 0.3218
H 8.66808 -1.95233 -5.32023 -0.006 -0.006 -0.013 0.3966
H -2.65374 6.39872 2.55451 -0.008 0.102 0.064 0.2798
H 8.63271 0.66044 -4.47299 -0.011 0.019 0.008 0.2915
H 5.96042 -0.87458 -2.75868 -0.026 -0.081 -0.024 -0.6883
H -1.40186 1.00280 2.52065 0.067 -0.112 -0.008 1.3070
H -1.81093 -0.06414 4.52244 -0.202 -0.061 0.378 0.3334
H 7.76610 0.20097 -5.94893 0.019 -0.012 -0.005 0.2966
H 0.98360 -0.38509 -2.98054 0.009 -0.075 0.029 0.3665
H -3.16060 -1.94181 0.99971 -0.307 0.189 0.044 -0.8634
H -3.56512 6.37198 -0.57795 -0.046 0.004 -0.007 0.0992
H 9.65117 -2.35483 0.59294 0.039 0.043 0.055 0.3394
H 0.77195 1.08972 1.49024 -0.171 -0.007 -0.294 0.7555
H -0.03861 -1.57630 -0.44325 0.240 -0.015 0.450 0.6400
H -1.57855 1.89275 -0.33040 0.005 -0.070 0.032 -0.2490
H -0.81956 -5.58381 0.94106 0.054 -0.045 -0.126 0.2525
H -2.53571 0.06658 -0.94927 0.040 -0.040 0.035 0.1548
H -5.43422 -5.95264 -1.69281 0.016 0.011 -0.012 0.2808
H 6.48167 0.69649 0.06335 0.082 0.019 0.125 0.2416
H 6.23308 -2.12754 -5.51959 -0.003 0.001 -0.002 0.2951
H -2.68457 2.45574 0.86696 0.003 -0.019 -0.030 0.9870
H 0.15304 5.29895 2.05490 0.042 0.020 0.092 0.3273
H 2.74130 1.02800 2.61603 -0.011 -0.034 0.050 0.5490
H -0.40425 0.93012 -1.79117 -0.057 0.149 0.199 0.9950
H -4.30235 -1.12104 -0.50174 -0.091 0.028 0.014 0.1739
H 0.93738 -3.38287 2.03843 0.113 0.135 -0.060 0.0396
```
Positions in Å, forces in eV/Å.

Results
E_HOMO: -0.401 Eh
Molar mass: 825.07 g mol⁻¹
Total charge: +1
LUMO: -1.8 eV
Multiplicity: 1

---

(2)
Formula: C40H73N2O3S2
Source: the OMol25 dataset
Level of theory: the ωB97M-V functional and the def2-TZVPD basis

```
120
Properties=species:S:1:pos:R:3:forces:R:3:mulliken_charge:R:1
S -1.53601 5.53503 -3.07154 -0.317 0.016 0.049 -0.1242
S -1.05147 -0.38230 -5.08439 0.087 -0.110 -0.088 -0.0764
O -3.16862 2.36785 -0.78635 0.107 -0.104 -0.119 -0.3338
O 1.18787 2.44468 -0.08205 0.141 -0.162 -0.250 -0.4737
O 0.33028 0.81870 1.23271 0.211 0.141 -0.238 -0.5009
N -0.84663 1.80511 -2.50315 -0.333 0.243 -0.162 0.8219
N -1.09312 3.87318 -3.05484 0.154 0.113 0.073 0.6730
C 4.11447 -0.01006 -3.98292 -0.444 -0.164 -0.023 -1.4356
C 3.71960 -0.77695 -2.70914 0.493 0.136 0.103 0.9407
C -0.32673 1.95095 -3.78178 0.304 -0.109 0.088 -0.9919
C 2.07428 -5.71734 4.32086 -0.018 0.010 -0.071 -1.2549
C 3.36999 1.32093 -4.14138 0.229 0.168 -0.287 0.8233
C -0.44378 3.26028 -4.12092 0.001 -0.256 -0.073 1.0670
C 1.16550 -2.48197 -2.66452 -0.176 -0.371 0.013 1.4850
C 2.57500 4.17015 -5.33913 0.331 0.356 0.015 -0.7404
C -0.82364 0.55840 -1.73686 0.365 0.040 0.337 -1.5832
C -1.33335 2.97282 -2.08934 0.056 -0.188 -0.037 0.5073
C 0.21455 0.81137 -4.56910 -0.297 -0.038 0.063 0.5441
C 2.89160 -5.55267 3.04305 0.005 -0.031 0.059 -0.0260
C 0.02318 3.98402 -5.33731 -0.092 0.191 0.467 -1.3981
C 3.32756 3.81658 -4.05420 -0.134 -0.236 0.071 -0.5054
C -5.11186 2.54757 0.56993 0.066 0.036 -0.153 -0.4934
C -4.87712 -1.81717 6.01089 0.041 0.008 -0.088 -0.4723
C 4.24320 -4.87481 3.26482 0.002 0.006 -0.024 -0.6944
C -2.09022 0.69061 -6.10954 -0.249 0.153 0.107 -0.2727
C -4.41104 -0.59630 9.52147 0.039 -0.052 -0.022 -1.1994
C 0.55357 0.34052 -1.09596 0.076 0.482 -0.029 2.3229
C -3.32781 1.19411 -5.37347 0.369 -0.186 0.163 -0.8471
C -3.07231 1.71613 1.53508 0.291 -0.041 0.041 0.1649
C 4.22436 2.58714 -4.16114 -0.344 0.069 0.106 -1.1886
C 1.24923 4.87548 -5.04145 -0.095 -0.199 0.058 -0.8934
C 2.44569 -2.94063 -3.35790 0.036 -0.065 0.133 -1.1520
C 3.91409 -2.28612 1.55644 -0.091 0.025 0.024 -0.5573
C -2.04694 3.22502 -0.80492 -0.198 -0.015 -0.174 -1.1533
C 4.16474 -3.44924 3.81451 -0.003 -0.024 0.014 -0.8925
C 1.07158 -2.95926 -1.20544 -0.202 -0.199 -0.200 -1.3524
C -4.61784 -0.36661 6.41258 -0.033 0.035 0.029 0.1508
C -3.77323 2.22083 0.46146 -0.139 0.135 -0.129 0.2545
C -3.28959 -0.93645 8.54427 -0.027 0.054 0.054 -0.5442
C -3.35264 -0.13983 7.24224 0.028 -0.012 -0.041 -0.7214
C 3.75152 -2.29495 -2.87586 0.043 0.029 -0.224 -1.0652
C 0.70071 1.17098 0.15193 -0.262 -0.105 0.270 -0.4755
C -5.74518 2.35839 1.78120 -0.301 0.000 0.131 -0.5056
C -5.05821 1.85436 2.87286 -0.164 -0.003 0.035 -0.6420
C -3.78035 -2.40768 5.12950 -0.044 -0.023 0.043 -1.0949
C 3.34945 -2.48002 2.96074 0.042 0.044 -0.019 -0.3977
C -3.71985 1.54158 2.74452 0.132 -0.177 0.205 -0.8676
H 2.53074 -4.01347 -3.16898 0.007 -0.073 -0.155 0.4186
H -4.39070 0.46386 9.78209 -0.022 0.012 -0.012 0.2947
H 1.24734 5.11335 -3.97697 -0.080 0.220 0.010 0.5159
H 3.87604 -0.64519 -4.83783 0.076 -0.034 -0.087 0.4075
H -3.27768 0.92708 7.47558 -0.002 0.002 0.015 0.4236
H -2.81567 -2.42175 5.63870 0.009 0.006 -0.002 0.2847
H 2.63320 1.43078 -3.33777 0.064 0.036 0.038 -0.3734
H 2.31259 -2.82080 2.89244 -0.006 -0.003 0.017 0.2044
H 1.83614 -4.75498 4.77642 0.005 0.004 0.010 0.2749
H 3.06765 -6.53767 2.60395 -0.011 0.001 -0.019 0.3807
H -1.47801 1.52673 -6.44563 0.072 -0.023 -0.121 0.0621
H 4.79818 -4.87398 2.32248 0.013 0.005 0.004 0.3039
H 5.18243 -3.06077 3.91939 0.001 0.013 -0.004 0.3612
H -3.30392 -2.00833 8.32972 0.012 -0.005 -0.020 0.2493
H 1.14622 5.82635 -5.55778 0.045 -0.031 -0.203 0.5125
H 2.33830 -2.84357 -4.43962 0.003 0.191 -0.054 0.4682
H -5.65227 2.93192 -0.28200 0.035 0.030 -0.108 0.4520
H -1.59353 0.62442 -0.97452 -0.174 -0.141 -0.071 0.7536
H 2.58745 3.59447 -3.27560 0.003 0.081 0.091 0.0932
H -3.90215 0.34951 -5.00020 -0.190 0.001 -0.087 0.3391
H 0.69152 -0.70449 -0.83035 -0.268 0.530 -0.004 -0.7263
H 4.83430 -5.48050 3.95788 -0.007 -0.011 0.002 0.3989
H 4.10590 -2.77175 -1.96228 -0.179 0.010 0.154 0.3914
H -4.55065 0.24311 5.50426 -0.001 -0.010 -0.007 -0.4351
H -5.48492 0.01028 6.96153 0.004 0.007 0.002 0.4210
H 3.92379 -3.22155 0.99448 0.019 -0.003 -0.016 0.1630
H -3.02454 1.76925 -4.49771 -0.078 0.145 0.008 -0.0219
H 3.20799 4.82456 -5.93976 0.031 -0.030 -0.068 0.3728
H 0.72272 1.20508 -5.44571 0.042 -0.084 0.012 0.7156
H -1.00122 5.83391 -1.88142 0.208 0.055 -0.018 0.1948
H -5.00378 -2.43561 6.90277 -0.007 0.008 0.015 0.2735
H 1.03269 -1.39929 -2.72063 0.145 -0.118 -0.130 -1.4473
H -5.39386 -0.82074 9.10455 -0.007 0.004 0.000 0.2844
H 1.13057 -6.22488 4.11843 0.000 -0.013 0.012 0.3956
H 4.90523 2.58629 -3.30987 0.220 -0.103 -0.073 0.4422
H -0.79344 4.58592 -5.73468 -0.073 -0.094 -0.152 0.6285
H 2.41495 3.28206 -5.95219 -0.069 -0.086 0.026 0.4025
H 3.31020 -1.57110 0.99234 0.009 0.018 -0.037 -0.0385
H -6.79328 2.60360 1.86994 -0.074 0.012 0.023 0.3977
H 4.51227 -2.51881 -3.62742 0.119 -0.112 0.080 0.3762
H 4.79301 2.62939 -5.09129 0.276 -0.035 0.088 0.3344
H -2.02829 1.44561 1.45333 0.072 -0.016 -0.046 0.3643
H -4.31068 -1.16789 10.44436 -0.002 0.011 0.011 0.3823
H -3.94447 1.81522 -6.01844 -0.102 0.015 -0.027 0.4077
H 4.41497 -0.50947 -1.91033 -0.021 0.096 0.075 0.4980
H 1.98252 -3.46759 -0.89671 0.102 0.126 0.146 0.3420
H -2.32817 -0.73722 9.02381 0.011 -0.023 0.000 0.3791
H 5.19236 0.14584 -4.00402 0.069 -0.002 -0.018 0.4480
H 1.33705 0.61748 -1.80260 -0.151 0.049 0.077 -0.4868
H 3.88438 4.68613 -3.70608 0.056 0.065 -0.022 0.4887
H 2.79825 1.29342 -5.07290 0.019 0.028 0.083 0.0031
H -1.37794 3.05576 0.04034 0.051 0.020 0.057 0.3207
H -2.47141 -0.37676 6.63877 -0.005 -0.003 -0.009 0.3418
H 0.85746 -2.14829 -0.51027 0.231 -0.547 0.229 0.4588
H 2.30769 -4.99322 2.30572 0.009 0.007 -0.018 -0.0364
H -5.57849 1.69143 3.80510 0.029 0.026 0.087 0.4220
H -2.36410 0.10889 -6.98597 -0.005 -0.025 -0.063 0.5265
H -1.04778 -0.25043 -2.42327 -0.164 -0.061 -0.055 0.4316
H 0.32979 -2.90277 -3.22543 -0.075 0.045 -0.032 0.5492
H -3.16346 1.13200 3.57600 -0.019 0.001 0.087 0.5694
H 3.74695 -3.46784 4.82414 -0.002 -0.009 -0.001 0.3463
H -2.37491 4.26613 -0.79733 0.045 0.081 0.134 0.4889
H -3.66803 -1.82782 4.20963 0.023 0.015 0.004 0.2094
H 0.25892 -3.67478 -1.08828 -0.013 -0.046 0.023 0.2729
H 4.93662 -1.90479 1.59579 0.020 -0.029 -0.014 0.3944
H -4.01551 -3.43454 4.84800 0.003 -0.002 -0.017 0.3843
H 0.93547 0.23196 -3.99294 0.021 0.057 -0.085 -1.4805
H 0.28341 3.21240 -6.05711 -0.088 0.162 -0.293 0.4460
H 2.10784 2.50080 0.20774 -0.044 0.192 0.235 0.3614
H 3.31744 -1.51228 3.46823 -0.025 0.000 -0.002 0.4031
H 2.62026 -6.31099 5.05637 0.009 0.020 0.021 0.2977
H -5.82739 -1.86359 5.47284 -0.016 -0.014 0.021 0.3744
H 2.74292 -0.42785 -2.37172 0.105 -0.241 -0.047 -0.6862
```
Positions in Å, forces in eV/Å.

Results
E_HOMO: -0.421 Eh
Molar mass: 694.17 g mol⁻¹
Total charge: +1
LUMO: -2.6 eV
Multiplicity: 1